C45H51F6O2P | ωB97M-V/def2-TZVPD

Geometry as XYZ:
```
105
Properties=species:S:1:pos:R:3:forces:R:3
C -0.8707 0.0637 8.0125 0.178 0.299 -0.315
C -1.2702 -0.3360 6.5976 -0.441 -0.005 0.443
C -2.3387 0.5440 5.9609 0.290 0.089 -1.013
C -2.6609 -0.0352 4.5740 0.145 -0.131 0.825
P -1.7658 2.3734 5.7173 -0.191 0.521 0.221
C -1.0842 4.1237 5.4098 0.754 -0.285 -0.106
C 0.2938 4.0406 4.7108 -0.362 0.151 0.742
C 1.4723 3.8286 5.6918 -1.015 -0.496 -0.412
C 2.1560 2.4995 5.5466 0.884 0.312 0.382
O 2.8683 2.4740 4.2861 -0.412 -0.762 -0.336
C 3.0758 1.2247 3.8290 0.009 -0.203 -2.592
O 3.0711 0.9372 2.6345 0.204 0.740 2.627
H -1.7677 0.2915 8.5789 -0.112 -0.098 0.293
H -0.2949 -0.7076 8.5075 -0.024 -0.283 0.167
H -0.2499 0.9537 8.0320 0.065 0.226 0.021
H -1.6845 -1.3400 6.6608 0.015 -0.282 -0.119
H -0.4222 -0.4085 5.9172 0.300 0.081 -0.012
H -3.2536 0.5549 6.5498 -0.076 -0.014 0.324
H -2.6457 -1.1186 4.6425 -0.305 -0.265 -0.134
H -3.6296 0.3038 4.2303 -0.138 0.060 -0.344
H -1.8820 0.2217 3.8619 0.046 0.189 -0.288
H -2.0319 2.2969 4.3163 0.071 -0.166 -0.021
H -2.8073 2.8728 6.5508 0.020 -0.011 0.020
H -0.5076 2.0463 6.3058 0.015 -0.087 -0.087
H -0.9334 4.6603 6.3456 -0.294 0.148 0.211
H -1.7555 4.6859 4.7651 -0.357 0.067 0.058
H 0.4521 4.9942 4.2239 0.084 -0.022 -0.581
H 0.2440 3.2295 3.9858 0.259 0.078 -0.448
H 2.1810 4.6361 5.5902 0.326 0.125 0.149
H 1.0490 3.8417 6.6916 0.217 0.193 0.368
H 1.4619 1.6696 5.6072 -0.254 -0.117 -0.183
H 2.8763 2.3748 6.3553 0.195 -0.063 0.064
H 3.2759 0.4737 4.6065 -0.135 0.016 0.094
F 0.1313 -3.2836 0.4035 -0.014 -0.015 0.007
C 0.8588 -2.3465 -0.2420 0.128 0.150 -0.076
C 0.7653 -2.2566 -1.6154 -0.199 -0.145 -0.137
C 1.5093 -1.2903 -2.2760 0.111 0.117 0.140
C 2.3413 -0.4413 -1.5581 -0.010 -0.024 -0.013
C 2.4251 -0.5527 -0.1757 0.008 -0.004 -0.173
C 1.6752 -1.5091 0.4917 0.000 -0.042 0.183
H 0.1194 -2.9348 -2.1577 0.004 -0.007 0.008
H 1.4403 -1.2037 -3.3509 -0.040 -0.027 -0.025
H 2.9245 0.3084 -2.0759 0.007 0.011 0.001
H 3.0707 0.1036 0.3878 -0.024 0.023 0.063
H 1.7210 -1.6058 1.5682 0.007 0.003 -0.004
F 2.2036 6.9260 6.7206 -0.024 -0.002 0.039
C 2.9645 7.7428 5.9624 0.092 0.106 -0.120
C 2.8031 7.7217 4.5921 -0.119 -0.114 -0.073
C 3.5854 8.5633 3.8155 0.054 0.039 0.080
C 4.5154 9.4020 4.4137 0.024 0.028 -0.030
C 4.6619 9.4026 5.7938 -0.044 -0.032 -0.088
C 3.8795 8.5702 6.5803 0.025 0.000 0.174
H 2.0766 7.0554 4.1456 -0.010 0.002 0.020
H 3.4678 8.5631 2.7407 -0.007 -0.022 -0.018
H 5.1255 10.0543 3.8040 0.007 0.007 -0.003
H 5.3885 10.0528 6.2615 0.000 0.014 0.023
H 3.9727 8.5593 7.6578 -0.012 -0.026 -0.001
F -5.5589 2.6389 5.0722 0.064 0.026 0.008
C -6.6178 1.8277 4.8731 -0.127 -0.121 -0.019
C -6.9329 0.8935 5.8385 0.097 -0.024 0.148
C -8.0232 0.0618 5.6310 -0.019 0.040 -0.096
C -8.7726 0.1692 4.4678 -0.038 -0.032 -0.002
C -8.4336 1.1142 3.5095 0.013 -0.045 0.092
C -7.3497 1.9560 3.7105 0.038 0.113 -0.128
H -6.3311 0.8228 6.7348 0.008 0.028 -0.005
H -8.2874 -0.6719 6.3800 0.015 -0.014 0.018
H -9.6200 -0.4835 4.3086 -0.008 -0.005 -0.005
H -9.0138 1.1970 2.6009 -0.007 0.020 -0.016
H -7.0717 2.7033 2.9798 0.028 -0.002 0.011
F 3.7080 -6.4193 -7.0580 0.003 -0.006 -0.016
C 3.5189 -5.7116 -5.9242 -0.032 0.082 0.125
C 3.5485 -6.3692 -4.7118 0.028 -0.175 0.028
C 3.3584 -5.6339 -3.5504 -0.033 0.085 -0.094
C 3.1329 -4.2657 -3.6165 0.049 -0.014 0.102
C 3.1048 -3.6273 -4.8474 0.156 -0.149 0.046
C 3.3037 -4.3515 -6.0136 -0.007 0.094 -0.133
H 3.7182 -7.4371 -4.6836 0.010 0.003 -0.027
H 3.3855 -6.1319 -2.5908 -0.009 -0.023 0.009
H 2.9820 -3.6986 -2.7086 -0.007 0.022 0.001
H 2.9285 -2.5638 -4.9003 0.019 0.038 -0.014
H 3.2940 -3.8736 -6.9843 0.009 -0.031 -0.016
F 0.4403 -2.6001 -5.0545 -0.169 0.061 -0.031
C -0.4592 -2.9447 -6.0032 -0.111 -0.051 -0.105
C -1.7597 -3.2051 -5.6247 -0.054 0.008 0.183
C -2.6794 -3.5563 -6.6018 0.074 0.004 -0.093
C -2.2867 -3.6495 -7.9301 -0.029 -0.013 -0.016
C -0.9711 -3.3864 -8.2881 -0.040 -0.063 0.023
C -0.0476 -3.0262 -7.3173 0.157 0.030 -0.042
H -2.0420 -3.1330 -4.5827 0.021 0.016 0.001
H -3.7049 -3.7580 -6.3236 -0.009 -0.009 0.023
H -3.0072 -3.9273 -8.6876 -0.001 -0.002 -0.010
H -0.6605 -3.4610 -9.3233 -0.080 0.025 0.269
H 0.9810 -2.8099 -7.5723 0.009 -0.008 0.024
F -0.2830 -2.9460 -11.2761 0.066 0.020 -0.253
C 0.4448 -3.8338 -11.9939 0.079 -0.078 -0.076
C 1.8180 -3.8260 -11.8661 0.086 0.115 0.124
C 2.5596 -4.7418 -12.5973 -0.085 -0.043 -0.052
C 1.9232 -5.6388 -13.4437 0.029 -0.028 -0.025
C 0.5401 -5.6243 -13.5571 0.093 0.032 0.039
C -0.2115 -4.7178 -12.8242 -0.187 -0.002 -0.016
H 2.2933 -3.1137 -11.2050 -0.024 0.003 0.008
H 3.6367 -4.7544 -12.5047 0.019 0.016 0.009
H 2.5056 -6.3493 -14.0140 0.003 -0.009 -0.006
H 0.0428 -6.3206 -14.2181 -0.023 -0.015 0.001
H -1.2908 -4.6937 -12.8915 0.003 0.029 0.008
```
Forces are in eV/Å.

SMILES   CC[C@H](C)[PH3]CCCCOC=O.Fc1ccccc1.Fc1ccccc1.Fc1ccccc1.Fc1ccccc1.Fc1ccccc1.Fc1ccccc1
Orbital gap   8.71 eV
2S+1   1
E_LUMO   0.81 eV
HOMO level   -7.899 eV

Mulliken population analysis, charges in e, atoms 1 to 6:
1. C -1.262
2. C -0.737
3. C 0.485
4. C -1.785
5. P 0.658
6. C -1.265

C45H51GeN9O3P2RuS2Se | ωB97M-V/def2-TZVPD

Geometry as XYZ:
```
115
Properties=species:S:1:pos:R:3:forces:R:3
Ru -0.1232 0.1457 -0.1141 0.326 0.409 0.856
N 4.0723 1.3198 -0.5241 -0.010 -0.061 -0.044
C 4.4387 0.1745 0.1410 0.022 -0.030 0.046
C 3.2832 -0.4080 0.5505 0.002 0.000 0.062
N 2.2115 0.3546 0.1452 0.032 0.025 -0.184
C 2.7338 1.3841 -0.5007 -0.068 0.036 -0.073
C 1.8692 2.3766 -1.0871 0.015 -0.041 0.065
N 0.5835 2.3349 -0.8160 0.137 0.088 -0.137
C 0.0114 3.2961 -1.6119 0.065 0.010 0.043
C 0.9751 3.9252 -2.3407 0.010 0.024 0.033
N 2.1627 3.3387 -1.9825 -0.114 0.028 0.014
H 4.6938 1.9405 -1.0159 0.000 0.041 0.033
H 5.4664 -0.1020 0.2842 0.044 -0.030 -0.011
H 3.1594 -1.2998 1.1358 0.022 -0.044 -0.030
H -1.0449 3.4694 -1.6209 -0.134 0.036 0.018
H 0.9255 4.7233 -3.0572 -0.003 0.046 -0.059
H 3.0347 3.4384 -2.4800 -0.010 -0.008 -0.001
C -2.9839 4.0649 0.0301 0.062 -0.054 -0.060
P -2.9345 2.5796 1.0415 0.109 0.043 0.290
C -4.5866 1.8886 0.8841 0.026 -0.046 -0.068
C -2.7863 3.2057 2.7222 -0.105 -0.097 -0.071
O -1.8452 1.5994 0.6526 -0.138 -0.139 -0.352
H -3.7405 4.7389 0.4321 -0.036 0.007 0.025
H -3.2457 3.8310 -1.0014 0.024 -0.001 -0.054
H -2.0177 4.5671 0.0693 -0.001 0.015 0.007
H -5.3186 2.6071 1.2521 -0.014 0.027 0.010
H -4.6785 0.9636 1.4504 -0.026 0.009 0.023
H -4.8021 1.6779 -0.1635 0.001 -0.020 0.002
H -3.7740 3.3792 3.1473 -0.056 0.057 -0.031
H -2.2303 4.1432 2.7192 0.090 -0.023 0.022
H -2.2508 2.4961 3.3464 -0.198 -0.028 -0.072
N 3.8629 -4.0719 -7.0466 0.019 -0.026 -0.032
C 3.5317 -2.8963 -6.4585 -0.009 -0.016 -0.025
C 2.3121 -2.2631 -6.7660 0.002 0.044 0.025
C 1.9716 -1.0790 -6.1601 0.033 -0.006 0.001
C 2.8302 -0.5057 -5.2181 -0.006 -0.018 -0.016
C 4.0422 -1.1199 -4.9044 -0.013 -0.009 0.016
C 4.3910 -2.2986 -5.5202 -0.009 0.037 0.051
S 2.3810 0.9760 -4.4593 0.143 -0.081 0.294
O 1.6089 1.7929 -5.3550 0.219 0.126 -0.242
O 3.5049 1.5418 -3.7622 0.081 -0.033 -0.135
N 1.3559 0.4935 -3.2231 0.389 -0.164 0.069
C 0.0974 0.6935 -3.3194 -0.475 0.094 0.135
S -0.8053 1.3384 -4.7109 -0.305 0.056 -0.080
C -2.2390 1.1510 -3.8430 0.081 -0.049 0.037
C -2.0036 0.6650 -2.5612 0.041 0.026 0.038
N -0.7406 0.4017 -2.2629 -0.358 -0.019 -0.610
H 3.3335 -4.4045 -7.8336 0.007 0.001 0.016
H 4.7973 -4.4308 -6.9554 -0.017 0.002 -0.001
H 1.6560 -2.7019 -7.5054 -0.025 -0.010 -0.019
H 1.0543 -0.5772 -6.4352 -0.059 0.021 -0.015
H 4.7119 -0.6516 -4.1975 0.029 0.010 0.034
H 5.3404 -2.7661 -5.2959 0.026 -0.008 0.014
H -3.1941 1.4099 -4.2678 -0.078 0.014 -0.014
H -2.7529 0.5253 -1.7979 -0.006 -0.016 -0.023
C 0.0024 -2.6377 -2.8673 -0.019 -0.021 0.007
P 0.8420 -2.4108 -1.2548 -0.095 0.035 0.038
C 2.5995 -2.4458 -1.7457 -0.012 0.028 -0.080
C 0.6913 -4.1276 -0.6185 0.081 0.009 -0.016
H 0.2456 -3.6269 -3.2606 -0.013 0.019 -0.008
H 0.3333 -1.8944 -3.5916 -0.001 -0.012 0.053
H -1.0783 -2.5644 -2.7403 -0.006 0.011 0.003
H 2.7365 -3.1814 -2.5401 0.019 -0.010 -0.021
H 3.2123 -2.7315 -0.8932 0.028 -0.012 0.016
H 2.9228 -1.4697 -2.1003 -0.002 0.039 -0.021
H 1.2144 -4.7939 -1.3066 0.006 -0.026 0.014
H -0.3513 -4.4371 -0.5601 0.030 -0.002 -0.028
H 1.1410 -4.2252 0.3707 -0.009 0.025 0.005
C 4.1159 -1.7590 3.9809 -0.009 0.004 -0.002
C 3.0723 -2.5461 3.5110 0.012 -0.009 0.021
C 1.8913 -1.9523 3.0909 -0.176 -0.114 0.014
C 1.7256 -0.5673 3.1222 0.028 0.099 0.079
C 2.7772 0.2057 3.6140 0.017 0.004 -0.056
C 3.9615 -0.3824 4.0395 -0.005 -0.022 0.000
Ge 0.0985 0.3492 2.5218 0.053 -0.049 -0.032
C 0.2571 2.2132 3.0991 0.199 0.018 0.103
C 0.8519 3.2376 2.3672 -0.041 -0.084 -0.110
C 0.9999 4.5093 2.9043 -0.021 0.038 0.012
C 0.5663 4.7745 4.1952 -0.002 0.022 -0.001
C -0.0099 3.7611 4.9463 0.006 -0.034 -0.004
C -0.1627 2.4934 4.4017 0.210 -0.033 0.055
C -1.3516 -0.4442 3.5895 -0.141 0.008 -0.062
C -1.0170 -1.0803 4.7867 0.051 0.112 0.042
C -1.9991 -1.6306 5.5998 -0.010 -0.018 -0.008
C -3.3337 -1.5631 5.2303 -0.003 0.001 0.006
C -3.6824 -0.9467 4.0383 0.049 0.119 0.057
C -2.6985 -0.4005 3.2281 -0.001 0.193 0.141
H 5.0348 -2.2196 4.3172 0.020 -0.009 0.003
H 3.1735 -3.6229 3.4853 0.007 -0.031 0.003
H 1.0908 -2.6002 2.7474 0.011 0.061 0.016
H 2.6825 1.2832 3.6640 -0.029 0.042 0.006
H 4.7608 0.2365 4.4235 0.029 0.023 0.015
H 1.1991 3.0491 1.3618 -0.002 -0.008 0.008
H 1.4624 5.2935 2.3187 0.009 0.006 -0.014
H 0.6866 5.7629 4.6175 0.000 0.016 0.006
H -0.3393 3.9556 5.9577 -0.013 0.002 0.034
H -0.6176 1.7174 5.0057 -0.023 -0.031 0.028
H 0.0165 -1.1379 5.1051 0.029 -0.023 -0.018
H -1.7179 -2.1124 6.5262 0.009 -0.016 0.025
H -4.0956 -1.9946 5.8649 -0.012 -0.003 0.014
H -4.7211 -0.9039 3.7338 -0.017 -0.002 -0.006
H -2.9783 0.0249 2.2753 0.026 0.107 -0.028
Se -1.3069 -2.4763 1.2743 -0.192 -0.435 0.060
N -2.1590 -1.4636 0.0768 0.090 -0.172 0.266
C -3.4616 -1.7038 0.2625 -0.030 0.024 -0.283
C -4.5315 -1.2008 -0.5422 0.010 0.033 0.077
C -5.8055 -1.5717 -0.2622 -0.002 0.003 0.026
C -6.1212 -2.4574 0.8181 0.017 0.012 -0.023
C -5.1431 -2.9919 1.5841 0.048 0.018 -0.019
C -3.7830 -2.6429 1.3123 -0.016 -0.135 -0.039
N -2.7564 -3.1669 1.9632 0.033 -0.062 -0.183
H -4.3304 -0.5583 -1.3850 0.022 0.015 -0.027
H -6.6142 -1.2007 -0.8780 -0.011 -0.001 -0.012
H -7.1556 -2.7143 0.9981 -0.022 -0.001 0.002
H -5.3492 -3.6849 2.3868 0.005 -0.024 0.026
```
Forces are in eV/Å.

Energy above the lowest of the compared OMol25 structures with the same formula, charge and spin   101.6 kJ/mol
Expectation value of S²   6.20
Total charge   +2
Orbital gap (alpha / beta)   7.20 / 5.36 eV
2S+1   5
E_LUMO (alpha / beta)   -5.42 / -7.30 eV
HOMO level (alpha / beta)   -12.622 / -12.663 eV

Mulliken population analysis, charges in e, atoms 1 to 6:
1. Ru 1.663
2. N 0.165
3. C -1.603
4. C -0.939
5. N 1.980
6. C -0.776

Across the entries above, maximum force takes the values 0.053, 0.020 hartree/bohr, respectively.